(1)
A molecular structure, C4H8OS in a non-equilibrium geometry, computed with ωB97M-V with the def2-TZVPD basis set.

Last column: natural (NBO) charge in e.
Positions of all 14 atoms, in Å:
C 0.45 -1.74 -0.87  -0.38
C -0.23 -0.66 -0.94  -0.26
C 0.45 1.03 1.24  0.01
C -0.86 -0.05 0.14  -0.43
O 1.62 0.40 1.19  -0.68
S -2.16 1.10 -0.26  -0.01
H 0.87 -2.05 -1.77  0.19
H 0.56 -2.46 -0.11  0.20
H -0.43 -0.10 -1.82  0.20
H -0.15 0.94 2.19  0.19
H 0.42 1.95 0.68  0.16
H -1.14 -0.55 1.16  0.24
H 2.09 0.62 0.43  0.48
H -1.49 1.56 -1.28  0.09

Summary:
* net charge: 0
* ΔE to the lowest compared entry with this formula, charge and spin: 3.333 eV
* E_HOMO: -0.2845 Ha

***

(2)
A single C4H8OS molecule in a non-equilibrium geometry, computed with ωB97M-V with the def2-TZVPD basis set.

Last column: natural (NBO) charge in e.
Positions of all 14 atoms, in Å:
O 1.31 1.38 -0.61  -0.73
C 1.46 0.01 -0.75  -0.07
C 0.14 -0.70 -0.51  -0.32
C -0.34 -0.50 0.95  -0.42
C -1.62 0.38 0.62  -0.51
S -1.33 0.18 -1.18  0.17
H 0.35 1.56 -0.69  0.46
H 2.26 -0.31 -0.11  0.18
H 1.74 -0.18 -1.78  0.16
H 0.23 -1.70 -0.85  0.22
H 0.44 -0.04 1.55  0.22
H -0.54 -1.47 1.36  0.21
H -1.56 1.42 1.00  0.21
H -2.55 -0.04 0.98  0.22

Summary:
* net charge: 0
* ΔE to the lowest compared entry with this formula, charge and spin: 0.985 eV
* E_HOMO: -0.3362 Ha

***

(3)
A single C4H8OS molecule in a non-equilibrium geometry, computed with ωB97M-V with the def2-TZVPD basis set.

Last column: natural (NBO) charge in e.
Positions of all 14 atoms, in Å:
O 2.23 -0.08 -0.71  -0.69
C 0.85 0.04 -0.66  0.10
C 0.07 -0.98 0.20  -0.45
C -0.92 0.17 0.49  -0.31
S -2.38 0.09 -0.63  -0.05
C 0.17 1.19 0.08  -0.44
H 2.56 0.00 0.19  0.46
H 0.50 0.02 -1.69  0.19
H 0.54 -1.36 1.09  0.21
H -0.40 -1.86 -0.30  0.21
H -1.24 0.28 1.52  0.21
H -2.63 -1.15 -0.08  0.13
H 0.75 1.52 0.94  0.21
H -0.10 2.12 -0.44  0.22

Summary:
* net charge: 0
* ΔE to the lowest compared entry with this formula, charge and spin: 1.139 eV
* E_HOMO: -0.3336 Ha

***

(4)
A single C4H8OS molecule in a non-equilibrium geometry, computed with ωB97M-V with the def2-TZVPD basis set.

Last column: natural (NBO) charge in e.
Positions of all 14 atoms, in Å:
C 0.59 -1.69 -0.36  -0.27
O 0.84 -0.66 0.63  -0.52
C 0.10 0.52 0.56  0.04
C 0.53 1.42 -0.54  -0.66
C -1.40 0.09 0.82  -0.31
S -2.53 -0.27 -0.20  0.11
H -0.52 -1.72 -0.55  0.18
H 1.06 -1.51 -1.39  0.17
H 0.94 -2.52 0.20  0.20
H 0.32 1.02 1.47  0.18
H 1.26 1.07 -1.23  0.23
H -0.34 1.63 -1.22  0.22
H 0.77 2.43 -0.11  0.22
H -1.62 0.17 1.92  0.20

Summary:
* net charge: 0
* ΔE to the lowest compared entry with this formula, charge and spin: 2.264 eV
* E_HOMO: -0.3178 Ha

***

Q: Which value of E_HOMO does entry 1 give?
A: -0.2845 Ha

***

Q: The lowest E_HOMO belongs to which entry?
A: number 2

***

Q: What is the formula in the third record?
A: C4H8OS